[1]
The following is a DFT calculation (ωB97M-V/def2-TZVPD) of an isolated molecule of C24H28BrNO5.

Computed properties:
E_LUMO in eV: -1.175
E_HOMO in eV: -9.30
Structure (SMILES): [H]/N=C(/C)Cc1cc(COC)c(CCCCCCOC(=O)C=C)c2c1C(=O)C(Br)=CC2=O
Total energy in Eh: -3936.23480
Multiplicity: 1

Element x y z (Å)
C 0.698016 2.947689 3.732501
C -0.467367 2.500747 3.296203
C -1.310006 3.270497 2.352292
O -0.873645 3.757028 1.349284
O -2.575863 3.383609 2.762996
C -3.539665 3.556786 1.716074
C -3.878202 2.263626 0.968980
C -3.655600 0.988165 1.767161
C -3.701339 -0.285352 0.920137
C -2.326603 -0.889451 0.584298
C -1.303024 0.191644 0.210966
C -0.144182 -0.328540 -0.611974
C 1.090568 -0.573496 0.010257
C 1.309127 -0.367590 1.491387
O 2.216311 -1.355667 1.966458
C 1.905428 -1.756285 3.290466
C 2.181171 -1.013631 -0.737359
C 2.075803 -1.217259 -2.109541
C 3.305136 -1.675631 -2.895667
C 4.614671 -1.389461 -2.187419
C 5.495800 -2.536576 -1.812357
N 4.976321 -0.214659 -1.880390
C 0.829209 -1.019761 -2.740876
C -0.287355 -0.580305 -1.990380
C -1.586100 -0.406427 -2.704727
O -2.483422 0.322552 -2.357561
C -1.779478 -1.207323 -3.929220
C -0.734892 -1.616436 -4.629539
Br -0.856694 -2.608886 -6.218037
C 0.646790 -1.242158 -4.203152
O 1.500951 -1.112069 -5.037842
H 1.231387 3.779230 3.298876
H 1.180988 2.434347 4.549543
H -0.836107 1.543494 3.640875
H -4.431765 3.929862 2.209412
H -3.236260 4.335537 1.026375
H -4.938744 2.319799 0.733668
H -3.359391 2.262080 0.012652
H -4.463325 0.922710 2.495602
H -2.751749 1.023312 2.367487
H -4.294693 -0.171221 0.016596
H -4.211106 -1.036118 1.524063
H -1.978684 -1.476512 1.430859
H -2.463297 -1.531684 -0.280992
H -1.814899 0.931297 -0.386196
H -0.945424 0.729272 1.080772
H 1.796743 0.605003 1.608894
H 0.380756 -0.385606 2.050379
H 2.696937 -2.416497 3.624604
H 1.889112 -0.887996 3.950983
H 0.948738 -2.277415 3.315703
H 3.097033 -1.187446 -0.200021
H 3.205005 -2.731003 -3.140301
H 3.347989 -1.102954 -3.810186
H 5.816688 -3.117144 -2.671730
H 4.953154 -3.174636 -1.114909
H 6.352042 -2.134310 -1.283661
H 4.269745 0.463136 -2.171195
H -2.782739 -1.433916 -4.251569

Atoms 1-2, force components in eV/Å:
C 0.2434 -0.2860 0.0095
C -0.0237 -0.0665 0.3373

Here are the Löwdin charges for atoms 1 to 5, given in e: C 0.056; C -0.084; C -0.539; O 0.135; O -0.001

=====

[2]
The following is a DFT calculation (ωB97M-V/def2-TZVPD) of a cluster of 10 separate species, C36H99N7O14 in total at a distorted geometry.

Computed properties:
E_LUMO in eV: 0.412
E_HOMO in eV: -8.78
Structure (SMILES): COC[C@H](C)N.COC[C@H](C)N.COC[C@H](C)N.COC[C@H](C)N.COC[C@H](C)N.COC[C@H](C)N.COCCNCCOC.OCCO.OCCO.OCCO
Total energy in Eh: -2867.43995
Multiplicity: 1

Element x y z (Å)
C -2.405866 0.130375 -4.857310
C -3.465660 -0.745210 -4.252463
C -4.179339 -0.083922 -3.094806
O -5.360495 -0.799357 -2.729859
C -6.341137 -0.079776 -1.990589
N -4.271204 -1.021321 -5.390002
H -1.998212 -0.450463 -5.681699
H -1.687078 0.353226 -4.088483
H -2.859429 0.998679 -5.332150
H -2.995181 -1.651433 -3.785488
H -4.450717 0.932031 -3.351212
H -3.550409 0.035423 -2.203470
H -6.689188 0.809946 -2.544959
H -5.989463 0.342556 -1.034278
H -7.219712 -0.675748 -1.762084
H -5.187452 -1.349953 -5.159259
H -3.737286 -1.677806 -5.945368
C -0.718186 -4.963124 0.716298
C -0.313654 -6.344041 1.059869
C 1.193449 -6.651757 0.853011
O 1.581907 -6.511094 -0.504980
C 0.987607 -7.467215 -1.362622
N -0.689530 -6.606744 2.446635
H -1.813971 -4.740028 0.770886
H -0.439230 -4.758920 -0.292019
H -0.336124 -4.188165 1.450341
H -0.950770 -6.966385 0.424210
H 1.429119 -7.639359 1.259328
H 1.780724 -5.948306 1.506222
H 1.232209 -7.162933 -2.375654
H -0.111822 -7.378699 -1.295604
H 1.316515 -8.487444 -1.146729
H -0.416603 -5.814421 3.032687
H -0.216463 -7.434670 2.863543
C 3.854581 1.246791 4.390756
C 3.161276 2.425916 3.761038
C 1.746059 2.150896 3.314230
O 1.004196 1.556774 4.352821
C -0.409077 1.623074 4.208724
N 3.305647 3.568906 4.680855
H 3.654563 1.247785 5.511912
H 4.932044 1.310997 4.323194
H 3.471580 0.268116 4.097974
H 3.672447 2.701238 2.840204
H 1.759088 1.505225 2.433689
H 1.281151 3.048562 2.899671
H -0.654900 2.648220 3.941907
H -0.872393 1.275065 5.157433
H -0.851524 1.002639 3.408566
H 2.907574 4.393574 4.296702
H 2.763879 3.394936 5.563559
C 0.073731 4.903947 -0.972031
C -0.413892 3.600798 -1.532271
C -1.066026 3.700782 -2.911369
O -2.212636 4.475789 -2.844925
C -2.961123 4.471896 -3.981067
N 0.764820 2.675368 -1.599635
H 0.538374 4.703457 0.037294
H -0.798205 5.546538 -0.875459
H 0.839299 5.304168 -1.648637
H -1.122729 3.095940 -0.919377
H -1.260313 2.666783 -3.216105
H -0.406815 4.127681 -3.680000
H -3.189821 3.460247 -4.325520
H -2.446753 4.967993 -4.793189
H -3.885433 4.994813 -3.774553
H 0.500962 1.797587 -2.049831
H 1.580222 3.160576 -2.007797
C -4.069859 2.562069 -0.436450
C -3.623727 3.431402 0.717622
C -4.869630 3.853144 1.476159
O -4.468435 4.578194 2.636577
C -5.579063 4.931401 3.405910
N -2.776536 2.610008 1.591050
H -4.483447 1.639970 -0.098946
H -3.222187 2.375855 -1.132916
H -4.865505 3.028481 -1.080705
H -3.180882 4.326001 0.309187
H -5.461455 2.955250 1.732895
H -5.441455 4.526149 0.884868
H -6.325437 5.415715 2.764968
H -5.321697 5.692183 4.172978
H -6.011295 4.071604 3.898770
H -2.491094 3.124153 2.407816
H -1.921414 2.278822 1.120334
C 6.805730 2.305110 -2.149236
C 6.258991 3.474699 -1.353376
C 5.252521 2.972487 -0.341450
O 4.367555 2.058155 -0.880904
C 3.410032 1.473141 0.002214
N 7.270083 4.287883 -0.679726
H 7.570351 2.539499 -2.889109
H 5.981582 1.857252 -2.713143
H 7.310635 1.582952 -1.488609
H 5.760712 4.083538 -2.114033
H 4.667564 3.811052 0.035856
H 5.811109 2.510537 0.505153
H 2.897573 0.703579 -0.553852
H 2.710145 2.158970 0.505468
H 3.924874 0.964636 0.827344
H 7.738918 4.803071 -1.366446
H 8.014329 3.783247 -0.193950
C -0.119729 -2.153594 5.615717
C 0.973015 -1.255644 6.220120
O 2.199958 -1.568073 5.517880
O -0.219791 -1.962070 4.183201
H -1.098200 -1.878956 6.062067
H 0.126777 -3.202241 5.942613
H 1.020020 -1.489140 7.310386
H 0.651282 -0.249339 5.973566
H 2.973098 -1.442281 6.085652
H 0.681774 -1.940499 3.789253
C 0.086409 -0.072434 0.580650
C -0.641276 -0.553138 -0.671191
O -0.027348 -0.150250 -1.876752
O 0.066313 1.318993 0.703079
H 1.146870 -0.365374 0.384648
H -0.260742 -0.516078 1.518060
H -1.630163 -0.077980 -0.719744
H -0.795277 -1.653088 -0.543857
H 0.694023 -0.741769 -2.124760
H 0.571780 1.666323 -0.042864
C -3.490171 -0.866728 3.288456
C -3.277835 -1.444759 1.921556
O -2.512657 -2.682917 1.975867
O -4.162990 0.391672 3.219176
H -2.526767 -0.789740 3.789936
H -4.170042 -1.487148 3.832939
H -2.679862 -0.676652 1.361426
H -4.199783 -1.612378 1.341762
H -1.834234 -2.427319 2.625736
H -3.744062 1.039127 2.613777
C 5.923794 -1.247653 -1.037289
O 4.892245 -1.747005 -1.841091
C 3.889455 -2.275129 -1.006206
C 2.911486 -2.978292 -1.902614
N 2.199326 -2.020750 -2.746565
C 1.382827 -2.782551 -3.731891
C -0.023730 -3.075057 -3.201971
O -0.953798 -3.278390 -4.231816
C -0.904499 -4.511034 -4.931217
H 5.656313 -0.312225 -0.497348
H 6.737265 -0.919187 -1.667968
H 6.256066 -1.916691 -0.242136
H 3.299271 -1.502678 -0.488083
H 4.223846 -3.044168 -0.291907
H 2.247233 -3.532756 -1.226191
H 3.397644 -3.782013 -2.434213
H 2.901016 -1.408612 -3.199295
H 1.880715 -3.715530 -3.928374
H 1.270591 -2.191699 -4.642687
H -0.402191 -2.248607 -2.584304
H -0.000369 -3.966310 -2.508059
H -0.103104 -4.518602 -5.695865
H -1.852078 -4.642097 -5.421915
H -0.656469 -5.336663 -4.232328

Atoms 1-2, force components in eV/Å:
C 0.2679 -0.1603 0.3874
C 0.7051 -0.4573 1.2752

Here are the Löwdin charges for atoms 1 to 5, given in e: C -0.069; C -0.472; C -0.189; O -0.180; C -0.104

=====

[3]
The following is a DFT calculation (ωB97M-V/def2-TZVPD) of an isolated molecule of C11H16N4O5 at a distorted geometry.

Computed properties:
E_LUMO in eV: 0.608
E_HOMO in eV: -8.88
Structure (SMILES): N[C@@H](Cc1c[nH]cn1)C(=O)N[C@@H](CCC(=O)O)C(=O)O
Total energy in Eh: -1024.07445
Multiplicity: 1

Element x y z (Å)
C 1.273511 -0.714266 0.279501
C -0.111718 -0.179691 0.645197
C 2.240526 0.476271 0.388076
C 3.663355 0.061187 0.118290
C 4.522678 0.558647 -0.820223
C 5.482231 -1.026564 0.366458
C -2.083913 0.873547 -0.343558
C -1.570226 2.306314 -0.246306
C -3.110244 0.566918 0.763121
C -3.400678 -0.918636 0.924406
C -3.934562 -1.567443 -0.345722
H 0.985061 -2.255311 -1.083916
H 2.231596 -1.261541 -1.434227
H 1.551040 -1.457530 1.046591
H 2.135257 0.862508 1.401636
H 1.967204 1.275225 -0.302140
H 4.408397 1.322795 -1.584066
H 6.259184 -1.713324 0.710248
H 6.581920 -0.035005 -1.175652
H -0.564286 -0.237396 -1.287445
H -2.599784 0.777731 -1.269373
H -2.708937 0.928323 1.711713
H -4.026861 1.078421 0.518121
H -4.152937 -1.065233 1.692747
H -2.489970 -1.441878 1.236859
H -3.782867 -3.222534 0.585276
H -2.162916 4.078058 -0.035990
N 1.304331 -1.269829 -1.069420
N 4.276954 -0.929612 0.851050
N 5.692101 -0.131235 -0.649982
N -0.968347 -0.050874 -0.400930
O -0.386582 0.118659 1.799530
O -0.424562 2.653013 -0.390700
O -4.242233 -0.983227 -1.354115
O -4.070471 -2.915028 -0.282110
O -2.575168 3.179064 -0.050211

Atoms 1-2, force components in eV/Å:
C 0.0258 -0.1835 0.0779
C 0.2026 -0.1093 0.2048

Here are the Löwdin charges for atoms 1 to 5, given in e: C -0.301; C -0.451; C -0.087; C -0.318; C -0.070